[1]
{"formula": "C46H113Br3NO29P7", "method": "the ωB97M-V functional and the def2-TZVPD basis", "symbols": ["C", "C", "O", "P", "O", "O", "C", "C", "O", "C", "C", "H", "H", "H", "H", "H", "H", "H", "H", "H", "H", "H", "H", "H", "H", "H", "C", "C", "O", "P", "O", "O", "C", "C", "O", "C", "C", "H", "H", "H", "H", "H", "H", "H", "H", "H", "H", "H", "H", "H", "H", "H", "C", "C", "O", "P", "O", "O", "C", "C", "O", "C", "C", "H", "H", "H", "H", "H", "H", "H", "H", "H", "H", "H", "H", "H", "H", "H", "C", "C", "O", "P", "O", "O", "C", "C", "O", "C", "C", "H", "H", "H", "H", "H", "H", "H", "H", "H", "H", "H", "H", "H", "H", "H", "C", "C", "O", "P", "O", "O", "C", "C", "O", "C", "C", "H", "H", "H", "H", "H", "H", "H", "H", "H", "H", "H", "H", "H", "H", "H", "C", "C", "O", "P", "O", "O", "C", "C", "O", "C", "C", "H", "H", "H", "H", "H", "H", "H", "H", "H", "H", "H", "H", "H", "H", "H", "C", "C", "O", "P", "O", "O", "C", "C", "O", "C", "C", "H", "H", "H", "H", "H", "H", "H", "H", "H", "H", "H", "H", "H", "H", "H", "Br", "C", "Br", "Br", "H", "C", "N", "C", "C", "O", "H", "H", "H", "H", "H", "H", "H"], "positions_angstrom": [[-30.148, -7.074, 19.308], [-30.829, -7.377, 20.516], [-32.106, -7.611, 19.982], [-33.228, -8.340, 20.844], [-32.765, -8.895, 22.137], [-33.823, -9.573, 19.985], [-34.900, -10.406, 20.436], [-35.508, -11.174, 19.291], [-34.524, -7.246, 20.804], [-35.191, -6.855, 19.644], [-34.474, -5.719, 18.897], [-30.588, -6.216, 18.800], [-29.158, -6.827, 19.691], [-29.988, -7.963, 18.697], [-30.402, -8.296, 20.918], [-30.801, -6.552, 21.227], [-34.431, -11.133, 21.098], [-35.578, -9.904, 21.126], [-36.325, -10.603, 18.849], [-34.799, -11.428, 18.502], [-36.052, -12.076, 19.569], [-35.442, -7.690, 18.989], [-36.129, -6.366, 19.907], [-34.599, -5.990, 17.849], [-34.899, -4.784, 19.260], [-33.455, -5.539, 19.241], [-24.957, -11.360, 17.576], [-25.995, -12.255, 18.095], [-27.162, -11.757, 17.596], [-28.251, -10.940, 18.541], [-28.786, -11.654, 19.660], [-27.512, -9.501, 18.830], [-27.413, -8.943, 20.146], [-26.113, -9.501, 20.790], [-29.405, -10.438, 17.438], [-30.572, -11.158, 17.039], [-29.992, -12.182, 15.994], [-24.702, -11.199, 16.528], [-25.052, -10.414, 18.108], [-24.077, -11.892, 17.938], [-25.797, -13.253, 17.704], [-25.954, -12.407, 19.174], [-27.251, -7.867, 20.218], [-28.263, -9.264, 20.749], [-25.273, -9.058, 20.254], [-26.020, -9.267, 21.850], [-25.943, -10.577, 20.737], [-30.954, -11.596, 17.961], [-31.377, -10.532, 16.652], [-29.203, -11.823, 15.333], [-29.945, -13.228, 16.296], [-30.766, -12.346, 15.244], [-20.017, -4.405, 14.160], [-21.287, -5.221, 14.077], [-21.121, -6.442, 14.720], [-21.139, -6.555, 16.341], [-21.122, -5.205, 17.017], [-22.385, -7.611, 16.582], [-22.980, -7.913, 17.808], [-22.240, -9.140, 18.466], [-19.760, -7.502, 16.594], [-18.510, -7.023, 17.053], [-17.499, -7.472, 15.928], [-19.559, -4.310, 15.144], [-19.296, -4.876, 13.492], [-20.089, -3.352, 13.889], [-22.181, -4.777, 14.515], [-21.651, -5.411, 13.067], [-22.896, -6.967, 18.342], [-23.962, -8.202, 17.432], [-21.170, -8.964, 18.571], [-22.741, -9.286, 19.424], [-22.494, -9.909, 17.736], [-18.684, -5.986, 17.337], [-18.145, -7.657, 17.861], [-16.502, -7.331, 16.345], [-17.755, -8.524, 15.809], [-17.732, -7.046, 14.952], [-26.047, -0.220, 11.135], [-24.749, -0.652, 11.832], [-24.615, 0.132, 13.022], [-23.727, -0.598, 14.226], [-22.514, -1.234, 13.629], [-24.804, -1.717, 14.885], [-26.009, -1.373, 15.432], [-25.760, -1.530, 16.937], [-23.626, 0.507, 15.461], [-22.437, 1.088, 16.034], [-22.003, 2.271, 15.122], [-26.966, -0.424, 11.686], [-25.965, 0.842, 10.902], [-26.014, -0.752, 10.185], [-24.649, -1.723, 12.007], [-23.919, -0.406, 11.170], [-26.381, -0.376, 15.198], [-26.725, -2.093, 15.037], [-25.702, -2.612, 17.056], [-24.935, -1.022, 17.436], [-26.722, -1.301, 17.396], [-22.964, 1.313, 16.960], [-21.674, 0.313, 16.106], [-21.624, 1.931, 14.158], [-22.696, 3.096, 14.957], [-21.135, 2.757, 15.568], [-27.969, -8.960, 7.472], [-28.219, -10.012, 8.488], [-28.499, -9.408, 9.768], [-27.491, -9.753, 11.069], [-27.375, -11.208, 11.362], [-27.960, -8.693, 12.225], [-28.351, -9.264, 13.455], [-27.142, -9.657, 14.274], [-26.098, -9.134, 10.548], [-25.968, -7.655, 10.434], [-25.447, -7.057, 11.672], [-27.233, -8.274, 7.890], [-27.624, -9.489, 6.584], [-28.912, -8.424, 7.360], [-29.075, -10.582, 8.127], [-27.328, -10.638, 8.543], [-29.014, -8.577, 13.982], [-29.073, -10.079, 13.405], [-26.431, -10.352, 13.826], [-26.568, -8.753, 14.477], [-27.519, -10.079, 15.206], [-25.422, -7.288, 9.565], [-26.991, -7.323, 10.260], [-26.148, -7.250, 12.484], [-24.466, -7.453, 11.934], [-25.263, -5.987, 11.575], [-14.018, -3.352, 19.189], [-15.348, -3.249, 20.054], [-16.102, -4.401, 19.819], [-17.428, -4.662, 20.843], [-16.940, -4.630, 22.272], [-18.537, -3.481, 20.439], [-19.530, -3.807, 19.482], [-20.767, -4.286, 20.176], [-18.024, -6.034, 20.229], [-18.055, -7.160, 21.003], [-19.396, -7.418, 21.706], [-13.677, -2.401, 18.780], [-13.082, -3.637, 19.668], [-14.115, -4.049, 18.357], [-15.001, -3.108, 21.078], [-15.992, -2.474, 19.638], [-19.741, -2.842, 19.022], [-19.008, -4.452, 18.775], [-21.581, -4.407, 19.462], [-20.618, -5.320, 20.489], [-21.040, -3.583, 20.963], [-17.970, -8.010, 20.326], [-17.294, -7.420, 21.738], [-19.422, -8.454, 22.043], [-19.541, -6.712, 22.524], [-20.242, -7.390, 21.020], [-30.421, -6.621, 10.635], [-31.409, -5.913, 11.427], [-30.866, -5.418, 12.614], [-29.420, -4.547, 12.680], [-28.121, -5.253, 12.426], [-29.836, -3.388, 11.683], [-28.978, -2.210, 11.367], [-28.333, -2.718, 10.056], [-29.561, -3.842, 14.184], [-28.821, -4.456, 15.186], [-29.827, -5.448, 15.865], [-29.641, -5.931, 10.314], [-29.906, -7.388, 11.213], [-30.858, -7.180, 9.807], [-31.912, -5.175, 10.802], [-32.345, -6.367, 11.754], [-29.468, -1.238, 11.319], [-28.224, -2.145, 12.151], [-27.728, -1.941, 9.589], [-27.712, -3.609, 10.143], [-29.122, -2.989, 9.355], [-27.925, -4.952, 14.812], [-28.558, -3.753, 15.977], [-29.395, -6.205, 16.519], [-30.628, -4.911, 16.372], [-30.264, -6.045, 15.065], [-27.073, -1.938, 22.612], [-26.526, -3.646, 21.744], [-28.077, -4.920, 21.754], [-24.811, -4.377, 22.381], [-26.431, -3.476, 20.672], [-24.906, -5.392, 15.944], [-25.553, -5.796, 17.187], [-26.661, -6.785, 17.143], [-24.912, -5.386, 18.313], [-25.406, -5.647, 19.414], [-24.272, -4.508, 16.020], [-25.739, -5.039, 15.336], [-24.321, -6.185, 15.479], [-27.449, -6.473, 17.829], [-26.991, -7.094, 16.152], [-26.281, -7.751, 17.475], [-24.015, -4.765, 18.165]], "lowdin_charge": [-0.11, -0.31, -0.18, 0.53, -0.23, -0.21, -0.27, -0.07, -0.20, -0.31, -0.06, 0.09, 0.03, 0.09, 0.12, 0.12, 0.11, 0.12, 0.07, 0.08, 0.08, 0.11, 0.11, 0.08, 0.07, 0.06, -0.09, -0.34, -0.18, 0.53, -0.19, -0.21, -0.25, -0.05, -0.25, -0.22, -0.06, 0.10, 0.06, 0.08, 0.13, 0.12, 0.09, 0.11, 0.06, 0.08, 0.07, 0.11, 0.11, 0.06, 0.08, 0.06, -0.06, -0.30, -0.19, 0.61, -0.25, -0.22, -0.26, -0.03, -0.23, -0.25, -0.04, 0.07, 0.08, 0.07, 0.10, 0.12, 0.10, 0.11, 0.07, 0.07, 0.06, 0.09, 0.10, 0.07, 0.07, 0.07, -0.06, -0.28, -0.21, 0.60, -0.25, -0.22, -0.32, -0.05, -0.24, -0.21, -0.06, 0.06, 0.08, 0.07, 0.11, 0.12, 0.12, 0.11, 0.05, 0.08, 0.08, 0.12, 0.12, 0.07, 0.08, 0.07, -0.08, -0.30, -0.22, 0.53, -0.23, -0.20, -0.29, -0.06, -0.19, -0.25, -0.09, 0.07, 0.09, 0.08, 0.12, 0.11, 0.12, 0.11, 0.08, 0.06, 0.06, 0.12, 0.10, 0.05, 0.08, 0.08, -0.06, -0.28, -0.22, 0.61, -0.25, -0.20, -0.30, -0.06, -0.18, -0.32, -0.07, 0.06, 0.06, 0.07, 0.11, 0.11, 0.13, 0.09, 0.06, 0.05, 0.09, 0.11, 0.13, 0.08, 0.08, 0.06, -0.09, -0.33, -0.19, 0.56, -0.24, -0.21, -0.18, -0.07, -0.18, -0.30, -0.05, 0.07, 0.07, 0.09, 0.12, 0.13, 0.12, 0.09, 0.05, 0.07, 0.08, 0.08, 0.11, 0.04, 0.08, 0.06, 0.52, -1.50, 0.55, 0.56, -0.05, -0.05, -0.15, -0.01, -0.34, -0.06, 0.08, 0.07, 0.08, 0.08, 0.08, 0.07, 0.14], "smiles": "CCOP(=O)(OCC)OCC.CCOP(=O)(OCC)OCC.CCOP(=O)(OCC)OCC.CCOP(=O)(OCC)OCC.CCOP(=O)(OCC)OCC.CCOP(=O)(OCC)OCC.CCOP(=O)(OCC)OCC.BrC(Br)Br.CN(C)C=O", "homo_lumo_gap_ha": 0.3384, "homo_energy_ha": -0.3488, "charge": 0, "lumo_ev": -0.282, "total_energy_ha": -14169.17200, "e_above_lowest_kcal_mol": 127.4}



[2]
{"formula": "C23H26Br4N8O5S2Zr", "method": "the ωB97M-V functional and the def2-TZVPD basis", "symbols": ["Zr", "C", "N", "C", "C", "O", "C", "O", "C", "C", "O", "N", "C", "C", "H", "H", "H", "H", "H", "H", "H", "H", "H", "H", "H", "H", "H", "H", "H", "H", "N", "C", "N", "C", "C", "S", "C", "C", "S", "C", "N", "N", "H", "H", "H", "H", "H", "H", "Br", "C", "C", "Br", "C", "Br", "C", "O", "C", "O", "C", "Br", "N", "C", "C", "N", "C", "H", "H", "H", "H"], "positions_angstrom": [[-0.636, -0.094, -0.003], [3.969, -2.575, 1.301], [2.889, -1.674, 1.697], [2.580, -1.677, 3.127], [2.178, -0.965, 0.855], [1.249, -0.196, 1.221], [2.430, -1.072, -0.644], [1.446, -0.266, -1.289], [1.935, 0.844, -2.023], [0.830, 1.883, -2.022], [-0.130, 1.707, -1.237], [0.903, 2.921, -2.825], [-0.188, 3.897, -2.873], [2.044, 3.195, -3.698], [4.887, -2.281, 1.810], [4.138, -2.556, 0.230], [3.708, -3.592, 1.593], [3.448, -1.327, 3.685], [2.342, -2.696, 3.433], [1.731, -1.033, 3.320], [2.298, -2.103, -0.970], [3.433, -0.734, -0.906], [2.189, 0.532, -3.038], [2.825, 1.267, -1.546], [-1.098, 3.448, -2.489], [-0.337, 4.193, -3.910], [0.070, 4.778, -2.286], [2.922, 2.633, -3.395], [2.285, 4.254, -3.630], [1.795, 2.956, -4.732], [-3.586, 0.976, 1.905], [-3.661, 1.171, 0.585], [-2.780, 0.695, -0.283], [-3.169, 0.974, -1.594], [-4.268, 1.740, -1.713], [-4.924, 2.092, -0.152], [-2.423, 0.251, -2.621], [-2.650, 0.173, -3.945], [-1.649, -1.045, -4.651], [-0.973, -1.387, -3.098], [-1.433, -0.604, -2.138], [-0.044, -2.342, -2.909], [-2.961, 0.243, 2.233], [-4.365, 1.233, 2.487], [-4.776, 2.055, -2.609], [-3.384, 0.696, -4.536], [0.082, -3.028, -3.635], [0.063, -2.663, -1.949], [-0.524, -4.572, 5.344], [-0.436, -3.865, 3.607], [0.254, -4.542, 2.597], [1.125, -6.169, 2.948], [0.324, -3.987, 1.315], [1.254, -4.808, -0.109], [-0.278, -2.771, 1.052], [-0.199, -2.113, -0.118], [-0.970, -2.095, 2.061], [-1.462, -0.899, 1.705], [-1.048, -2.638, 3.330], [-1.956, -1.629, 4.635], [-0.701, 2.867, 3.337], [-1.034, 3.771, 2.356], [-1.021, 3.069, 1.195], [-0.689, 1.754, 1.458], [-0.510, 1.672, 2.762], [-0.620, 3.063, 4.321], [-1.240, 4.805, 2.565], [-1.231, 3.411, 0.198], [-0.272, 0.774, 3.307]], "nbo_charge": [2.43, -0.42, -0.35, -0.42, 0.71, -0.73, -0.16, -0.54, -0.15, 0.70, -0.72, -0.35, -0.42, -0.42, 0.23, 0.21, 0.24, 0.23, 0.23, 0.24, 0.26, 0.23, 0.23, 0.23, 0.24, 0.23, 0.22, 0.22, 0.24, 0.23, -0.78, 0.31, -0.66, 0.11, -0.40, 0.47, 0.12, -0.42, 0.46, 0.30, -0.65, -0.79, 0.45, 0.42, 0.26, 0.27, 0.42, 0.45, 0.16, -0.15, -0.17, 0.15, -0.17, 0.10, 0.28, -0.88, 0.22, -0.85, -0.15, 0.11, -0.49, -0.07, -0.08, -0.60, 0.24, 0.44, 0.25, 0.23, 0.24], "homo_lumo_gap_ha": 0.2909, "homo_energy_ha": -0.4651, "charge": 2, "lumo_ev": -4.739, "total_energy_ha": -12845.64438, "e_above_lowest_kcal_mol": 0.0}



[3]
{"formula": "C4H8BClN3O2", "method": "the ωB97M-V functional and the def2-TZVPD basis", "symbols": ["B", "C", "C", "C", "C", "N", "N", "N", "O", "O", "Cl", "H", "H", "H", "H", "H", "H", "H", "H"], "positions_angstrom": [[-1.423, 0.905, -0.424], [2.183, -0.934, -0.819], [0.935, -1.649, -1.042], [2.161, 0.207, -0.125], [-0.348, -0.024, 0.386], [-0.235, -1.364, -0.588], [0.946, 0.567, 0.578], [-1.018, -0.494, 1.685], [-0.989, 1.933, -1.102], [-2.730, 0.661, -0.146], [3.517, 1.074, 0.221], [3.144, -1.254, -1.165], [0.978, -2.578, -1.545], [1.000, 1.598, 0.805], [-1.186, 0.313, 2.205], [-0.440, -1.217, 2.180], [-1.865, -1.046, 1.533], [-1.240, 2.427, -1.909], [-3.389, 0.873, -0.729]], "nbo_charge": [1.10, -0.09, -0.09, 0.01, 0.09, -0.40, -0.59, -0.68, -0.91, -0.89, 0.14, 0.25, 0.23, 0.43, 0.44, 0.45, 0.47, 0.55, 0.51], "spin_multiplicity": 3, "homo_lumo_gap_ha": [0.2258, 0.2797], "homo_energy_ha": [-0.3450, -0.5060], "charge": 1, "lumo_ev": [-3.244, -6.160], "total_energy_ha": -956.71166}